Here is 3 unconnected molecules or ions with the total composition C14H17N4O10S2 in a non-equilibrium geometry from the OMol25 dataset. Energies are from ωB97M-V/def2-TZVPD.

Cartesian coordinates (Å):
O (7.353, 0.052, 1.362)
N (6.345, -0.031, 0.768)
O (5.667, 1.200, 0.921)
C (5.175, 1.267, 2.297)
C (3.745, 1.929, 2.162)
C (2.648, 1.020, 1.861)
C (1.313, 1.623, 1.779)
C (0.040, 0.848, 1.472)
C (-0.657, 0.219, 2.616)
C (-1.858, -0.566, 2.316)
C (-2.248, -0.659, 0.911)
N (-1.646, -0.072, -0.162)
C (-0.537, 0.641, 0.149)
C (1.368, 3.063, 2.032)
N (2.516, 3.712, 2.260)
N (3.752, 3.257, 2.346)
H (5.062, 0.206, 2.661)
H (5.851, 1.857, 2.963)
H (2.837, -0.063, 1.707)
H (-0.268, 0.351, 3.650)
H (-2.395, -1.083, 3.141)
H (-3.150, -1.286, 0.694)
H (-0.001, 1.130, -0.708)
H (0.410, 3.636, 2.032)
H (2.446, 4.731, 2.393)
C (3.067, 0.896, -3.289)
C (2.633, 1.957, -4.284)
O (1.597, 1.342, -5.049)
S (0.787, 0.304, -4.113)
O (-0.382, 0.954, -3.628)
O (0.753, -0.956, -4.765)
O (1.860, 0.231, -2.902)
H (3.726, 0.161, -3.757)
H (3.562, 1.323, -2.419)
H (3.448, 2.279, -4.930)
H (2.208, 2.827, -3.775)
C (-6.990, -2.931, -0.501)
C (-5.986, -3.886, -1.116)
O (-4.861, -3.854, -0.231)
S (-5.381, -3.609, 1.277)
O (-5.463, -4.863, 1.935)
O (-4.666, -2.501, 1.821)
O (-6.877, -3.130, 0.912)
H (-6.733, -1.892, -0.720)
H (-8.007, -3.130, -0.833)
H (-5.693, -3.592, -2.122)
H (-6.371, -4.909, -1.135)

gap between HOMO and LUMO = 7.24 eV
highest occupied orbital energy = -12.5 eV
LUMO = -5.270 eV
energy = -2310.988511 Eh
total charge = +1
M = 465.44 g/mol

Atomic partial charges in e from the Löwdin method, atoms 1 to 8:
1 O 0.105
2 N 0.001
3 O -0.149
4 C -0.117
5 C -0.165
6 C 0.143
7 C -0.073
8 C -0.165